[1]
12
Properties=species:S:1:pos:R:3 method="wB97M-V/def2-TZVPD" gap_ev=9.36 de_lowest_kcal_mol=20.2 smiles="COC(=S)SC"
H 0.351 2.687 -0.218
S 2.314 0.537 -0.054
C 0.871 -0.179 0.152
H 0.478 1.967 -1.826
H -0.985 -2.269 -0.041
H -0.225 -3.029 1.344
C -0.450 -2.058 0.894
S -0.698 0.519 -0.292
H -1.145 2.591 -1.262
H -1.096 -1.461 1.582
O 0.794 -1.405 0.694
C -0.209 2.099 -0.976

[2]
97
Properties=species:S:1:pos:R:3 method="wB97M-V/def2-TZVPD" gap_ev="6.07 / 5.37" de_lowest_kcal_mol=5.7 charge=+1 spin_multiplicity=3 s_squared=2.029
H -0.859 3.688 -3.194
H -2.151 4.350 1.647
H -3.679 2.633 -0.166
C 2.431 3.648 2.839
C 2.158 -1.317 3.547
H -4.004 -1.967 0.028
H -2.302 -2.639 -3.235
H -1.742 -3.293 1.484
C 4.630 1.462 -2.029
C -2.264 -1.755 -2.599
H -7.669 1.069 -1.214
C -7.126 -0.943 -0.701
C -1.618 -2.061 -1.249
C -6.866 0.402 -0.934
S 1.579 3.147 0.285
H 4.520 -2.987 -0.958
H -6.272 -2.835 -0.174
C -2.882 1.891 -0.197
H 6.170 0.832 0.772
C 2.150 1.388 -2.490
H 0.487 1.861 -4.993
C 1.732 -4.123 -1.111
H 0.664 -4.332 -1.176
C -3.132 0.594 -0.304
H -2.334 -0.391 2.354
N 3.480 5.842 2.001
Ge -1.164 2.680 0.199
N 5.640 1.327 -1.165
H 2.216 -4.602 -1.964
W 0.857 0.681 0.135
C -4.516 0.059 -0.459
C -4.796 -1.286 -0.242
H 4.494 -1.295 -1.399
C 5.354 0.928 0.068
C 4.049 0.630 0.485
H -0.627 -2.478 -1.410
N 2.666 2.932 5.300
Si 2.189 -2.225 1.910
H 4.402 -2.823 2.699
H 1.698 -4.412 2.897
H -3.281 -1.382 -2.494
H -2.176 -2.837 -0.723
H 0.433 -1.955 0.425
Si 2.130 -2.300 -1.238
H -5.407 1.941 -1.016
C -2.259 -2.546 2.084
C 0.073 1.346 -2.991
C -1.141 4.197 -1.094
C -6.085 -1.786 -0.355
S 1.001 1.362 2.396
H -1.702 -0.998 -3.150
H 0.246 -3.433 2.799
H -0.584 4.014 2.329
H 0.437 -1.258 -2.850
H -2.430 3.277 3.867
C 1.375 -1.400 0.329
H -2.469 3.291 -2.580
H -8.133 -1.326 -0.794
N 0.805 1.653 -4.057
H -1.837 4.855 -0.564
C 1.137 -3.736 2.250
C 3.334 1.207 -1.630
C 1.777 2.841 1.967
C 3.985 -2.729 1.695
H 0.814 -4.298 1.377
H 2.101 -1.077 -3.431
H 1.181 -0.954 3.856
H 4.106 -2.514 -2.589
C -1.650 4.009 -2.516
C -5.579 0.894 -0.814
H -2.022 4.947 -2.926
H -3.094 2.242 2.613
H -0.188 4.721 -1.095
C 3.987 -2.241 -1.538
H -0.722 -1.071 2.390
H -1.540 1.859 3.339
C 1.415 -1.729 -2.893
N 3.046 0.772 -0.381
H 2.876 -0.508 3.676
H -2.166 -2.859 3.124
H 4.611 -2.031 1.146
H 3.823 0.299 1.491
N 2.131 1.693 -3.764
H -3.318 -2.602 1.836
H 2.439 -2.104 4.252
H -1.001 1.264 -2.970
C 2.554 3.270 4.209
H 2.118 -4.603 -0.214
H 4.083 -3.701 1.215
C -1.694 -1.145 1.887
C -1.481 3.534 1.939
C -2.170 2.680 2.994
Ge -1.540 -0.520 -0.006
H 1.306 -2.628 -3.501
H 4.857 1.787 -3.034
C 3.026 4.862 2.387
N 0.901 1.172 -1.956

Please write out number 2 again, unchanged.
97
Properties=species:S:1:pos:R:3 method="wB97M-V/def2-TZVPD" gap_ev="6.07 / 5.37" de_lowest_kcal_mol=5.7 charge=+1 spin_multiplicity=3 s_squared=2.029
H -0.859 3.688 -3.194
H -2.151 4.350 1.647
H -3.679 2.633 -0.166
C 2.431 3.648 2.839
C 2.158 -1.317 3.547
H -4.004 -1.967 0.028
H -2.302 -2.639 -3.235
H -1.742 -3.293 1.484
C 4.630 1.462 -2.029
C -2.264 -1.755 -2.599
H -7.669 1.069 -1.214
C -7.126 -0.943 -0.701
C -1.618 -2.061 -1.249
C -6.866 0.402 -0.934
S 1.579 3.147 0.285
H 4.520 -2.987 -0.958
H -6.272 -2.835 -0.174
C -2.882 1.891 -0.197
H 6.170 0.832 0.772
C 2.150 1.388 -2.490
H 0.487 1.861 -4.993
C 1.732 -4.123 -1.111
H 0.664 -4.332 -1.176
C -3.132 0.594 -0.304
H -2.334 -0.391 2.354
N 3.480 5.842 2.001
Ge -1.164 2.680 0.199
N 5.640 1.327 -1.165
H 2.216 -4.602 -1.964
W 0.857 0.681 0.135
C -4.516 0.059 -0.459
C -4.796 -1.286 -0.242
H 4.494 -1.295 -1.399
C 5.354 0.928 0.068
C 4.049 0.630 0.485
H -0.627 -2.478 -1.410
N 2.666 2.932 5.300
Si 2.189 -2.225 1.910
H 4.402 -2.823 2.699
H 1.698 -4.412 2.897
H -3.281 -1.382 -2.494
H -2.176 -2.837 -0.723
H 0.433 -1.955 0.425
Si 2.130 -2.300 -1.238
H -5.407 1.941 -1.016
C -2.259 -2.546 2.084
C 0.073 1.346 -2.991
C -1.141 4.197 -1.094
C -6.085 -1.786 -0.355
S 1.001 1.362 2.396
H -1.702 -0.998 -3.150
H 0.246 -3.433 2.799
H -0.584 4.014 2.329
H 0.437 -1.258 -2.850
H -2.430 3.277 3.867
C 1.375 -1.400 0.329
H -2.469 3.291 -2.580
H -8.133 -1.326 -0.794
N 0.805 1.653 -4.057
H -1.837 4.855 -0.564
C 1.137 -3.736 2.250
C 3.334 1.207 -1.630
C 1.777 2.841 1.967
C 3.985 -2.729 1.695
H 0.814 -4.298 1.377
H 2.101 -1.077 -3.431
H 1.181 -0.954 3.856
H 4.106 -2.514 -2.589
C -1.650 4.009 -2.516
C -5.579 0.894 -0.814
H -2.022 4.947 -2.926
H -3.094 2.242 2.613
H -0.188 4.721 -1.095
C 3.987 -2.241 -1.538
H -0.722 -1.071 2.390
H -1.540 1.859 3.339
C 1.415 -1.729 -2.893
N 3.046 0.772 -0.381
H 2.876 -0.508 3.676
H -2.166 -2.859 3.124
H 4.611 -2.031 1.146
H 3.823 0.299 1.491
N 2.131 1.693 -3.764
H -3.318 -2.602 1.836
H 2.439 -2.104 4.252
H -1.001 1.264 -2.970
C 2.554 3.270 4.209
H 2.118 -4.603 -0.214
H 4.083 -3.701 1.215
C -1.694 -1.145 1.887
C -1.481 3.534 1.939
C -2.170 2.680 2.994
Ge -1.540 -0.520 -0.006
H 1.306 -2.628 -3.501
H 4.857 1.787 -3.034
C 3.026 4.862 2.387
N 0.901 1.172 -1.956